[1]
# C4H8OS

One molecule with the formula C4H8OS (ωB97M-V/def2-TZVPD, the OMol25 dataset).

Bonds (Å) are listed after each position.
CARTESIAN COORDINATES (ANGSTROEM)
1 C -1.7737 -0.1488 1.0946  C2 1.504, H7 1.089, H8 1.087, H9 1.087
2 C -0.3204 -0.4428 0.8450  C1 1.504, O3 1.202, C4 1.526
3 O 0.3737 -1.0620 1.6058  C2 1.202
4 C 0.2171 0.0933 -0.4785  C2 1.526, C5 1.517, S6 1.851, H10 1.093
5 C 1.6053 -0.4332 -0.7896  C4 1.517, H11 1.087, H12 1.088, H13 1.088
6 S 0.2293 1.9372 -0.3213  C4 1.851, H14 1.332
7 H -2.3779 -0.7797 0.4440  C1 1.089
8 H -2.0242 -0.3659 2.1293  C1 1.087
9 H -1.9985 0.8900 0.8651  C1 1.087
10 H -0.4936 -0.1366 -1.2770  C4 1.093
11 H 2.2949 -0.1458 0.0004  C5 1.087
12 H 1.9665 -0.0436 -1.7391  C5 1.088
13 H 1.5796 -1.5198 -0.8395  C5 1.088
14 H 0.7219 2.1577 -1.5391  S6 1.332

Values from the calculation:
**Relative energy (zero: lowest compared OMol25 entry of this formula, charge and spin)**: 0.0938 eV
**LUMO**: 0.0242 Eh
**Orbital gap**: 10.1 eV
**SMILES**: CC(=O)[C@H](C)S
**Electronic energy**: -630.63147 a.u.



[2]
# C5H10O2

A 2-piece molecular cluster, C5H10O2 overall (ωB97M-V/def2-TZVPD, the OMol25 dataset).

Bonds (Å) are listed after each position.
CARTESIAN COORDINATES (ANGSTROEM)
1 C -1.0669 -0.1812 2.1922  O2 1.413, H8 1.099, H9 1.099, H10 1.092
2 O -0.7914 -0.5662 0.8608  C1 1.413, C3 1.389
3 C -0.4671 0.5194 0.0574  O2 1.389, C4 1.518, C5 1.481, H11 1.088
4 C 0.9395 1.0885 0.0841  C3 1.518, C5 1.490, H12 1.084, H13 1.087
5 C 0.4850 0.2175 -1.0366  C3 1.481, C4 1.490, C6 1.410, H15 1.189
6 C 0.9475 -1.0448 -1.4609  C5 1.410, O7 1.373, H16 1.084
7 O 0.0603 -2.0525 -1.7487  C6 1.373, H17 0.969
8 H -1.9201 0.5106 2.2387  C1 1.099
9 H -0.1951 0.3046 2.6523  C1 1.099
10 H -1.3097 -1.0898 2.7465  C1 1.092
11 H -1.2812 1.2136 -0.1419  C3 1.088
12 H 1.0531 2.1499 -0.1037  C4 1.084
13 H 1.6584 0.6254 0.7550  C4 1.087
14 H -0.0474 1.4002 -2.0740  no bonds
15 H 0.5250 0.2152 -2.2254  C5 1.189
16 H 1.9667 -1.2063 -1.7934  C6 1.084
17 H -0.5564 -2.1041 -1.0026  O7 0.969

Values from the calculation:
**Relative energy (zero: lowest compared OMol25 entry of this formula, charge and spin)**: 8.1024 eV
**LUMO**: 0.0326 Eh
**Orbital gap**: 7.7 eV
**Electronic energy**: -346.72768 a.u.



[3]
# C5H11NO2

One molecule with the formula C5H11NO2 at a distorted geometry (ωB97M-V/def2-TZVPD, the OMol25 dataset).

Bonds (Å) are listed after each position.
CARTESIAN COORDINATES (ANGSTROEM)
1 C 2.2199 0.6508 0.6960  O2 1.401, H9 1.096, H10 1.098, H11 1.096
2 O 0.9465 0.5869 1.2768  C1 1.401, C3 1.569
3 C -0.4377 0.6720 0.5428  O2 1.569, N4 1.428, C5 1.485, H12 1.093
4 N -0.5346 1.8560 -0.2494  C3 1.428, H13 1.014, H14 1.017
5 C -0.6957 -0.5915 -0.1934  C3 1.485, C6 1.498, C7 1.519, O8 1.554
6 C -1.6919 -1.5330 0.4112  C5 1.498, H15 1.095, H16 1.094, H17 1.095
7 C -0.2695 -0.7946 -1.6369  C5 1.519, O8 1.412, H18 1.087, H19 1.086
8 O 0.6025 -1.3102 -0.6534  C5 1.554, C7 1.412
9 H 2.2674 1.3349 -0.1591  C1 1.096
10 H 2.9430 0.9828 1.4519  C1 1.098
11 H 2.5825 -0.3450 0.4149  C1 1.096
12 H -1.1493 0.7637 1.3673  C3 1.093
13 H 0.2221 1.8702 -0.9240  N4 1.014
14 H -0.4153 2.6620 0.3585  N4 1.017
15 H -1.2093 -2.1251 1.1955  C6 1.095
16 H -2.5210 -0.9853 0.8694  C6 1.094
17 H -2.1117 -2.2235 -0.3273  C6 1.095
18 H -0.8290 -1.5219 -2.2198  C7 1.087
19 H 0.0811 0.0508 -2.2211  C7 1.086

Values from the calculation:
**Relative energy (zero: lowest compared OMol25 entry of this formula, charge and spin)**: 3.1728 eV
**LUMO**: 0.0352 Eh
**Orbital gap**: 10.3 eV
**SMILES**: CO[C@@H](N)[C@@]1(C)CO1
**Electronic energy**: -402.26154 a.u.



[4]
# C9H21N

A 3-piece molecular cluster, C9H21N overall at a distorted geometry (ωB97M-V/def2-TZVPD, the OMol25 dataset).

Bonds (Å) are listed after each position.
CARTESIAN COORDINATES (ANGSTROEM)
1 C -0.9291 0.1662 -0.5176  C3 1.410, C5 1.508, N10 1.362
2 C 1.7692 0.1060 -0.0441  C6 1.511, C7 1.513, C8 1.510
3 C -0.1582 -0.7115 0.2716  C1 1.410, H13 1.081, H14 1.078
4 C -2.4661 -1.1061 0.5273  C9 1.506, H15 1.090, H16 1.089
5 C -1.1023 -0.1193 -1.9880  C1 1.508, H17 1.087, H18 1.090, H19 1.092
6 C 2.0809 0.6215 -1.4303  C2 1.511, H20 1.094, H21 1.093, H22 1.103
7 C 2.6002 -1.1135 0.2902  C2 1.513, H23 1.094, H24 1.102, H25 1.094
8 C 1.9034 1.1860 1.0022  C2 1.510, H26 1.102, H27 1.093, H28 1.095
9 C -2.8940 -0.3606 1.7636  C4 1.506, H29 1.098, H30 1.096, H31 1.094
10 N -1.0905 1.4715 -0.1644  C1 1.362, H11 1.007, H12 1.006
11 H -1.2388 2.1651 -0.8785  N10 1.007
12 H -1.3440 1.7717 0.7619  N10 1.006
13 H -0.1178 -0.5849 1.3442  C3 1.081
14 H 0.0367 -1.6878 -0.1419  C3 1.078
15 H -3.1912 -1.0599 -0.2854  C4 1.090
16 H -2.2392 -2.1559 0.7089  C4 1.089
17 H -0.9141 -1.1659 -2.2112  C5 1.087
18 H -0.4344 0.4968 -2.5905  C5 1.090
19 H -2.1213 0.1289 -2.2912  C5 1.092
20 H 1.4969 1.5110 -1.6824  C6 1.094
21 H 1.9045 -0.1393 -2.1955  C6 1.093
22 H 3.1389 0.9201 -1.5211  C6 1.103
23 H 2.4743 -1.9025 -0.4569  C7 1.094
24 H 3.6758 -0.8783 0.3248  C7 1.102
25 H 2.3325 -1.5306 1.2652  C7 1.094
26 H 2.9320 1.5765 1.0605  C8 1.102
27 H 1.2522 2.0378 0.7890  C8 1.093
28 H 1.6621 0.8103 2.0018  C8 1.095
29 H -3.7983 -0.7732 2.2296  C9 1.098
30 H -2.1115 -0.3656 2.5315  C9 1.096
31 H -3.1089 0.6853 1.5265  C9 1.094

Values from the calculation:
**Relative energy (zero: lowest compared OMol25 entry of this formula, charge and spin)**: 4.1583 eV
**LUMO (spin up / spin down)**: 0.0291 / 0.0291 Eh
**Orbital gap (spin up / spin down)**: 6.8 / 6.8 eV
**Electronic energy**: -410.11335 a.u.



- Which of these has the lowest electronic energy?
  C4H8OS



- relative energy (zero: lowest compared OMol25 entry of this formula, charge and spin) of number 2 (C5H10O2)?
  8.1024 eV